Entry 1:
C20H25F15O10 | ωB97M-V with the def2-TZVPD basis set

The geometry in ORCA input format:
```
! RIJCOSX wB97M-V def2-TZVPD def2/J DEFGRID3
* xyz 0 1
C -4.184 -2.703 0.053
C -4.221 -2.940 -1.440
O -3.172 -2.158 -2.086
C -3.011 -2.358 -3.376
O -3.656 -3.102 -4.054
C -1.822 -1.553 -3.928
F -1.408 -0.620 -3.062
F -0.821 -2.396 -4.156
F -2.126 -0.908 -5.045
H -4.041 -1.655 0.280
H -3.382 -3.313 0.475
H -5.101 -3.163 0.422
H -5.140 -2.519 -1.853
H -4.099 -3.971 -1.766
C 1.703 2.522 7.810
C 1.463 1.056 7.528
O 1.337 0.988 6.108
C 1.176 -0.141 5.461
O 1.177 -1.218 5.974
C 0.949 0.133 3.958
F 0.609 -0.965 3.297
F -0.128 0.989 3.881
F 1.986 0.764 3.394
H 0.905 3.071 7.304
H 2.606 2.850 7.291
H 1.778 2.817 8.853
H 0.593 0.635 8.034
H 2.300 0.456 7.894
C 3.864 5.540 -2.452
C 2.587 6.311 -2.524
O 1.516 5.529 -3.056
C 0.931 4.661 -2.258
O 1.276 4.365 -1.154
C -0.279 3.948 -2.895
F -0.864 4.785 -3.767
F 0.073 2.858 -3.554
F -1.165 3.635 -1.977
H 4.096 5.140 -3.444
H 3.749 4.760 -1.703
H 4.756 6.136 -2.260
H 2.668 7.206 -3.144
H 2.242 6.677 -1.549
C 2.096 -6.312 -3.999
C 3.177 -5.497 -3.299
O 2.632 -4.800 -2.144
C 2.016 -3.660 -2.426
O 1.918 -3.146 -3.491
C 1.550 -2.931 -1.137
F 2.537 -2.915 -0.234
F 1.135 -1.714 -1.425
F 0.524 -3.605 -0.571
H 2.441 -6.766 -4.925
H 1.241 -5.707 -4.302
H 1.760 -7.017 -3.238
H 3.571 -4.713 -3.944
H 3.935 -6.123 -2.841
C -0.737 0.803 -0.451
C -0.853 1.586 0.839
O -1.693 0.830 1.703
C -2.974 1.100 1.725
O -3.542 1.858 0.998
C -3.683 0.341 2.831
F -3.056 0.500 4.020
F -4.936 0.759 3.007
F -3.685 -0.976 2.552
H -0.477 -0.252 -0.326
H 0.005 1.083 -1.206
H -1.640 0.740 -1.066
H -1.123 2.612 0.580
H 0.136 1.774 1.256
*
```

For the relative energy (zero: lowest compared OMol25 entry of this formula, charge and spin), the calculation gives 106.6 kJ/mol. The max |F| comes out at 2.54 eV Å⁻¹. Its HOMO energy is -0.407 Ha. The value obtained for the frontier orbital gap is 0.432 hartree. As for the SMILES: CCOC(=O)C(F)(F)F.CCOC(=O)C(F)(F)F.CCOC(=O)C(F)(F)F.CCOC(=O)C(F)(F)F.CCOC(=O)C(F)(F)F.

Computed Löwdin charges, given in elementary charges:
1 C -0.051
2 C -0.179
3 O 0.029
4 C -0.412
5 O 0.166
6 C -0.553
7 F 0.152
8 F 0.178
9 F 0.183
10 H 0.066
11 H 0.085
12 H 0.089
13 H 0.131
14 H 0.129
15 C -0.062
16 C -0.203
17 O 0.023
18 C -0.403
19 O 0.178
20 C -0.502
21 F 0.186
22 F 0.122
23 F 0.171
24 H 0.083
25 H 0.082
26 H 0.080
27 H 0.132
28 H 0.128
29 C -0.061
30 C -0.211
31 O 0.042
32 C -0.399
33 O 0.163
34 C -0.574
35 F 0.158
36 F 0.188
37 F 0.189
38 H 0.089
39 H 0.079
40 H 0.084
41 H 0.128
42 H 0.131
43 C -0.052
44 C -0.178
45 O 0.025
46 C -0.409
47 O 0.168
48 C -0.539
49 F 0.169
50 F 0.180
51 F 0.149
52 H 0.082
53 H 0.078
54 H 0.083
55 H 0.120
56 H 0.125
57 C -0.069
58 C -0.184
59 O 0.034
60 C -0.415
61 O 0.181
62 C -0.523
63 F 0.152
64 F 0.176
65 F 0.152
66 H 0.067
67 H 0.077
68 H 0.074
69 H 0.123
70 H 0.121

Entry 2:
C52H112CrF8N6O42S8 | ωB97M-V with the def2-TZVPD basis set

The geometry in ORCA input format:
```
! RIJCOSX wB97M-V def2-TZVPD def2/J DEFGRID3
* xyz 0 5
Cr 3.827 -2.286 -3.260
N -1.185 3.319 2.221
H -0.989 3.995 1.465
H -0.980 2.379 1.854
H -2.148 3.471 2.465
H -0.698 3.634 3.066
N 3.462 0.871 2.982
H 4.216 0.265 3.384
H 3.756 1.857 2.799
H 2.656 0.920 3.576
H 3.175 0.545 2.021
N 1.898 2.442 4.714
S 2.837 3.567 5.385
O 4.068 3.398 4.633
O 2.794 3.803 6.816
F 2.175 4.841 4.761
S 0.454 2.309 5.418
O -0.469 3.305 4.883
O 0.433 2.052 6.845
F 0.024 1.042 4.637
N 0.594 0.453 1.879
S -0.314 -0.701 2.156
O -0.129 -1.216 3.430
O -0.274 -1.653 1.123
F -1.679 -0.017 2.235
S 0.772 1.016 0.413
O -0.370 1.906 0.213
O 1.318 0.226 -0.628
F 2.159 2.092 0.582
N 5.306 -0.886 -2.059
S 5.155 -0.748 -0.449
O 4.905 0.565 0.056
O 6.098 -1.559 0.189
F 3.668 -1.537 -0.346
S 6.634 -0.531 -2.741
O 7.357 -1.681 -3.214
O 7.227 0.344 -1.882
F 6.197 0.331 -4.099
N 2.079 -3.673 -3.649
S 1.349 -4.038 -5.026
O 0.651 -2.910 -5.625
O 0.718 -5.351 -4.966
F 2.794 -4.233 -5.913
S 1.410 -4.206 -2.223
O 2.390 -4.828 -1.393
O 0.112 -4.715 -2.340
F 1.202 -2.831 -1.509
O -7.766 -2.946 1.501
C -7.926 -3.892 0.777
O -7.435 -5.074 1.034
C -6.986 -5.481 2.381
C -5.471 -5.440 2.405
C -8.627 -3.689 -0.532
H -7.411 -6.467 2.557
H -7.440 -4.717 3.049
H -5.132 -6.051 1.519
H -5.052 -5.862 3.307
H -5.190 -4.422 2.175
H -9.328 -4.456 -0.764
H -7.923 -3.645 -1.324
H -9.071 -2.701 -0.496
O 2.634 -0.686 -3.350
C 2.318 0.505 -3.297
O 1.057 0.810 -3.473
C 0.063 -0.283 -3.443
C -1.283 0.464 -3.448
C 3.151 1.701 -2.888
H 0.340 -0.721 -2.493
H 0.175 -0.877 -4.350
H -1.444 0.953 -2.500
H -2.020 -0.249 -3.789
H -1.311 1.228 -4.233
H 2.645 2.657 -2.969
H 4.073 1.848 -3.477
H 3.351 1.509 -1.830
O 0.145 4.838 -0.168
C 1.169 4.990 -0.835
O 1.261 4.904 -2.128
C 0.071 4.563 -2.866
C -0.925 5.694 -2.926
C 2.473 5.328 -0.164
H -0.363 3.672 -2.504
H 0.460 4.465 -3.862
H -1.502 5.462 -3.761
H -0.400 6.609 -3.154
H -1.537 5.810 -2.044
H 3.134 5.846 -0.908
H 3.076 4.467 0.166
H 2.332 6.059 0.603
O -2.832 -2.799 2.749
C -2.120 -3.626 3.344
O -1.463 -4.582 2.696
C -1.725 -4.664 1.281
C -1.300 -6.053 0.871
C -1.799 -3.553 4.780
H -1.172 -3.887 0.721
H -2.835 -4.601 1.200
H -0.239 -6.213 1.072
H -1.469 -6.315 -0.156
H -1.764 -6.833 1.428
H -0.680 -3.450 4.919
H -2.001 -4.486 5.302
H -2.346 -2.693 5.226
O 4.827 -2.259 -5.174
C 5.356 -2.456 -6.243
O 4.984 -1.881 -7.391
C 3.714 -1.108 -7.392
C 3.710 -0.057 -8.491
C 6.541 -3.357 -6.454
H 3.626 -0.708 -6.374
H 2.911 -1.825 -7.535
H 4.240 0.865 -8.189
H 2.673 0.128 -8.725
H 4.140 -0.390 -9.412
H 6.830 -3.260 -7.515
H 6.224 -4.360 -6.178
H 7.351 -3.098 -5.780
O 5.192 -3.777 -2.584
C 5.771 -4.802 -2.298
O 5.606 -5.976 -2.900
C 4.628 -6.054 -4.023
C 5.034 -7.206 -4.934
C 6.932 -4.805 -1.304
H 4.528 -5.115 -4.522
H 3.741 -6.369 -3.604
H 4.803 -8.109 -4.372
H 6.024 -7.133 -5.310
H 4.267 -7.134 -5.680
H 7.867 -5.058 -1.852
H 6.772 -5.731 -0.692
H 7.059 -3.814 -0.819
O -3.976 3.916 2.369
C -5.112 3.583 2.628
O -5.450 2.344 2.962
C -4.479 1.191 3.125
C -5.231 -0.009 3.591
C -6.398 4.309 2.362
H -3.665 1.471 3.798
H -3.953 1.080 2.182
H -5.641 0.188 4.596
H -4.473 -0.815 3.588
H -6.069 -0.329 2.961
H -6.487 5.308 2.711
H -7.213 3.647 2.693
H -6.323 4.342 1.245
O -0.133 5.259 -8.476
C 0.435 5.399 -7.397
O -0.100 4.898 -6.282
C -1.256 4.038 -6.492
C -0.768 2.621 -6.822
C 1.723 6.184 -7.193
H -1.899 4.448 -7.251
H -1.703 4.047 -5.500
H 0.076 2.377 -6.117
H -0.395 2.495 -7.854
H -1.586 1.912 -6.722
H 1.568 7.223 -6.931
H 2.197 6.154 -8.180
H 2.390 5.649 -6.522
O -3.623 3.539 -3.328
C -3.993 3.439 -2.164
O -5.321 3.621 -1.862
C -6.208 3.962 -2.917
C -6.590 5.409 -2.688
C -3.132 3.116 -1.060
H -7.092 3.314 -2.746
H -5.826 3.793 -3.986
H -7.158 5.490 -1.786
H -7.276 5.820 -3.440
H -5.642 5.936 -2.661
H -3.623 3.325 -0.129
H -2.212 3.678 -1.061
H -2.916 2.052 -1.034
O 3.947 -0.591 5.162
C 3.232 -1.534 4.957
O 2.085 -1.803 5.622
C 1.532 -0.872 6.588
C 1.404 -1.497 7.949
C 3.500 -2.658 3.973
H 0.553 -0.696 6.127
H 2.126 0.065 6.678
H 0.744 -0.855 8.578
H 2.350 -1.513 8.464
H 1.046 -2.479 7.907
H 2.665 -3.326 3.908
H 4.388 -3.275 4.256
H 3.821 -2.204 3.047
O 5.964 3.800 1.487
C 6.932 3.942 2.131
O 8.004 3.155 2.098
C 7.895 1.937 1.312
C 9.260 1.268 1.187
C 7.156 5.118 3.081
H 7.396 2.119 0.351
H 7.181 1.301 1.841
H 9.849 1.845 0.474
H 9.280 0.272 0.722
H 9.827 1.352 2.091
H 7.452 6.003 2.471
H 8.052 4.883 3.702
H 6.319 5.342 3.686
O -3.393 -1.231 8.627
C -3.723 -0.351 7.897
O -4.973 -0.360 7.278
C -5.793 -1.460 7.776
C -6.411 -1.172 9.194
C -2.867 0.839 7.496
H -5.152 -2.324 7.788
H -6.576 -1.637 7.006
H -5.621 -0.987 9.891
H -7.018 -2.023 9.482
H -6.999 -0.275 9.181
H -3.153 1.633 8.170
H -3.151 1.119 6.479
H -1.856 0.531 7.784
O -5.205 -3.204 -0.853
C -4.521 -2.193 -0.845
O -5.001 -0.959 -0.577
C -6.445 -0.756 -0.338
C -6.807 0.731 0.014
C -3.048 -2.147 -1.190
H -6.859 -1.377 0.421
H -6.810 -1.157 -1.256
H -7.933 0.839 0.101
H -6.456 1.445 -0.772
H -6.372 1.053 0.996
H -2.829 -3.019 -1.761
H -2.356 -2.196 -0.318
H -2.725 -1.352 -1.792
*
```

The max |F| comes out at 5.99 eV Å⁻¹. Its HOMO energy (spin up / spin down) is -0.364 / -0.365 Ha. Its expectation value of S² is 6.01. The value obtained for the frontier orbital gap (spin up / spin down) is 0.363 / 0.368 hartree.

Löwdin population analysis, charges in e, atoms 1 to 99:
1 Cr 0.829
2 N 0.306
3 H 0.110
4 H 0.069
5 H 0.068
6 H 0.093
7 N 0.285
8 H 0.129
9 H 0.128
10 H 0.047
11 H 0.103
12 N -0.319
13 S 0.538
14 O -0.311
15 O -0.260
16 F -0.167
17 S 0.531
18 O -0.318
19 O -0.262
20 F -0.176
21 N -0.300
22 S 0.340
23 O -0.225
24 O -0.234
25 F -0.113
26 S 0.672
27 O -0.305
28 O -0.232
29 F -0.238
30 N -0.347
31 S 0.578
32 O -0.254
33 O -0.226
34 F -0.207
35 S 0.479
36 O -0.244
37 O -0.228
38 F -0.191
39 N -0.355
40 S 0.633
41 O -0.276
42 O -0.264
43 F -0.232
44 S 0.508
45 O -0.241
46 O -0.227
47 F -0.154
48 O 0.065
49 C -0.579
50 O 0.000
51 C -0.172
52 C -0.063
53 C 0.030
54 H 0.117
55 H 0.123
56 H 0.102
57 H 0.076
58 H 0.064
59 H 0.077
60 H 0.070
61 H 0.089
62 O -0.043
63 C -0.467
64 O 0.003
65 C -0.125
66 C -0.027
67 C 0.074
68 H 0.094
69 H 0.111
70 H 0.059
71 H 0.080
72 H 0.067
73 H 0.081
74 H 0.099
75 H 0.077
76 O 0.050
77 C -0.539
78 O 0.019
79 C -0.180
80 C -0.042
81 C 0.032
82 H 0.101
83 H 0.108
84 H 0.038
85 H 0.092
86 H 0.076
87 H 0.101
88 H 0.083
89 H 0.079
90 O 0.036
91 C -0.546
92 O 0.001
93 C -0.197
94 C -0.062
95 C 0.018
96 H 0.107
97 H 0.119
98 H 0.081
99 H 0.071

Entry 3:
C18H24O5 | ωB97M-V with the def2-TZVPD basis set

The geometry in ORCA input format:
```
! RIJCOSX wB97M-V def2-TZVPD def2/J DEFGRID3
* xyz 0 1
C -0.445 2.282 5.141
C -1.737 2.091 4.757
C -2.145 1.389 3.413
C -1.489 0.007 3.425
C -1.077 -0.579 2.079
C -0.482 0.104 1.045
C -0.144 -0.510 -0.136
C -0.366 -1.852 -0.296
C -0.925 -2.570 0.738
C -1.286 -1.931 1.893
C -3.694 1.463 3.433
O -3.970 2.557 2.542
C -2.884 2.594 1.696
O -2.932 2.753 0.509
O -1.756 2.374 2.468
H 0.163 1.394 5.347
H 0.051 3.247 5.228
H -2.522 2.470 5.421
H -0.628 -0.059 4.095
H -2.240 -0.679 3.838
H -0.260 1.161 1.138
H 0.307 0.041 -0.961
H -0.091 -2.379 -1.206
H -1.086 -3.640 0.651
H -1.725 -2.548 2.676
H -4.105 0.527 3.030
H -4.178 1.722 4.371
C 2.324 3.213 -3.444
C 0.992 2.563 -3.155
O 0.744 2.088 -2.073
C -0.016 2.531 -4.277
H 2.948 3.166 -2.554
H 2.827 2.688 -4.257
H 2.177 4.260 -3.716
H 0.387 1.977 -5.126
H -0.264 3.548 -4.585
H -0.923 2.038 -3.933
C 2.893 -5.017 -2.197
C 2.562 -3.632 -2.695
O 1.623 -3.011 -2.255
C 3.454 -3.054 -3.767
H 2.176 -5.306 -1.432
H 2.840 -5.732 -3.019
H 3.894 -5.027 -1.763
H 3.425 -3.685 -4.656
H 4.479 -2.981 -3.400
H 3.103 -2.058 -4.030
*
```

For the relative energy (zero: lowest compared OMol25 entry of this formula, charge and spin), the calculation gives 379.4 kJ/mol. The max |F| comes out at 4.84 eV Å⁻¹. Its HOMO energy is -0.305 Ha. The value obtained for the frontier orbital gap is 0.314 hartree. As for the SMILES: C=C[C@@]1(Cc2ccccc2)COC(=O)O1.CC(C)=O.CC(C)=O.

Computed Löwdin charges, given in elementary charges:
1 C 0.029
2 C -0.074
3 C -0.396
4 C -0.054
5 C -0.204
6 C -0.032
7 C -0.062
8 C -0.090
9 C -0.090
10 C -0.072
11 C -0.068
12 O 0.051
13 C -0.488
14 O 0.184
15 O 0.080
16 H 0.058
17 H 0.065
18 H 0.106
19 H 0.112
20 H 0.125
21 H 0.117
22 H 0.092
23 H 0.075
24 H 0.103
25 H 0.110
26 H 0.140
27 H 0.127
28 C -0.025
29 C -0.498
30 O 0.068
31 C -0.022
32 H 0.080
33 H 0.083
34 H 0.084
35 H 0.083
36 H 0.085
37 H 0.084
38 C -0.020
39 C -0.487
40 O 0.063
41 C -0.021
42 H 0.082
43 H 0.085
44 H 0.085
45 H 0.085
46 H 0.085
47 H 0.080

Entry 4:
C3H5NO2 | ωB97M-V with the def2-TZVPD basis set

The geometry in ORCA input format:
```
! RIJCOSX wB97M-V def2-TZVPD def2/J DEFGRID3
* xyz 0 1
O 2.698 -0.334 -0.031
C 1.521 -0.205 -0.230
N 0.531 -0.622 0.682
C -0.823 -0.303 0.565
C -1.305 0.828 0.033
O 1.047 0.320 -1.366
H 0.793 -1.436 1.222
H 0.071 0.237 -1.365
H -1.504 -1.083 0.898
H -0.662 1.648 -0.278
H -2.367 0.950 -0.128
*
```

For the relative energy (zero: lowest compared OMol25 entry of this formula, charge and spin), the calculation gives 69.7 kJ/mol. The max |F| comes out at 0.47 eV Å⁻¹. Its HOMO energy is -0.351 Ha. The value obtained for the frontier orbital gap is 0.376 hartree. As for the SMILES: C=CNC(=O)O.

Computed Löwdin charges, given in elementary charges:
1 O 0.112
2 C -0.587
3 N 0.085
4 C -0.193
5 C 0.001
6 O 0.101
7 H 0.149
8 H 0.078
9 H 0.117
10 H 0.076
11 H 0.061

Entry 5:
C7H6O6Pb | ωB97M-V with the def2-TZVPD basis set

The geometry in ORCA input format:
```
! RIJCOSX wB97M-V def2-TZVPD def2/J DEFGRID3
* xyz 2 1
O 4.427 -2.726 0.469
C 3.427 -2.189 0.397
Pb 1.124 -0.963 0.231
O 2.277 1.790 -1.091
C 1.855 0.789 -0.607
C -0.019 -2.463 1.038
O -0.670 -3.347 1.507
C 1.193 -0.053 2.084
O 1.253 0.455 3.156
C 0.621 -1.616 -1.654
O 0.353 -2.013 -2.745
C -2.534 1.776 -0.555
C -1.084 1.427 -0.482
O -1.214 0.073 0.177
H -3.057 1.075 -1.182
H -2.536 2.745 -1.011
H -2.975 1.824 0.420
H -0.623 1.271 -1.436
H -0.490 2.035 0.188
H -1.327 0.113 1.094
*
```

The max |F| comes out at 12.66 eV Å⁻¹. Its HOMO energy is -0.586 Ha. The value obtained for the frontier orbital gap is 0.213 hartree.

Computed Löwdin charges, given in elementary charges:
1 O 0.167
2 C -0.033
3 Pb 1.014
4 O 0.248
5 C -0.090
6 C -0.074
7 O 0.253
8 C -0.087
9 O 0.245
10 C -0.065
11 O 0.253
12 C -0.039
13 C -0.207
14 O -0.153
15 H 0.102
16 H 0.098
17 H 0.096
18 H 0.104
19 H 0.118
20 H 0.050

Entry 6:
CH6N5 | ωB97M-V with the def2-TZVPD basis set

The geometry in ORCA input format:
```
! RIJCOSX wB97M-V def2-TZVPD def2/J DEFGRID3
* xyz 1 1
C -1.888 1.540 -0.140
N -3.772 -0.345 -0.315
N -2.899 -0.907 0.141
N -1.647 -0.702 0.390
N -1.182 0.509 0.125
N 1.165 -1.088 -0.089
H -2.961 1.467 -0.353
H -1.397 2.398 -0.607
H 0.284 -1.171 0.468
H 1.216 -0.100 -0.306
H 1.182 -1.590 -1.013
H 1.868 -1.433 0.543
*
```

For the relative energy (zero: lowest compared OMol25 entry of this formula, charge and spin), the calculation gives 269.2 kJ/mol. The max |F| comes out at 4.29 eV Å⁻¹. Its HOMO energy is -0.503 Ha. The value obtained for the frontier orbital gap is 0.319 hartree.

Computed Löwdin charges, given in elementary charges:
1 C 0.012
2 N 0.281
3 N -0.049
4 N -0.119
5 N -0.099
6 N 0.291
7 H 0.051
8 H 0.091
9 H 0.091
10 H 0.125
11 H 0.181
12 H 0.143

Please write out number 6 again, unchanged.
CH6N5 | ωB97M-V with the def2-TZVPD basis set

The geometry in ORCA input format:
```
! RIJCOSX wB97M-V def2-TZVPD def2/J DEFGRID3
* xyz 1 1
C -1.888 1.540 -0.140
N -3.772 -0.345 -0.315
N -2.899 -0.907 0.141
N -1.647 -0.702 0.390
N -1.182 0.509 0.125
N 1.165 -1.088 -0.089
H -2.961 1.467 -0.353
H -1.397 2.398 -0.607
H 0.284 -1.171 0.468
H 1.216 -0.100 -0.306
H 1.182 -1.590 -1.013
H 1.868 -1.433 0.543
*
```

For the relative energy (zero: lowest compared OMol25 entry of this formula, charge and spin), the calculation gives 269.2 kJ/mol. The max |F| comes out at 4.29 eV Å⁻¹. Its HOMO energy is -0.503 Ha. The value obtained for the frontier orbital gap is 0.319 hartree.

Computed Löwdin charges, given in elementary charges:
1 C 0.012
2 N 0.281
3 N -0.049
4 N -0.119
5 N -0.099
6 N 0.291
7 H 0.051
8 H 0.091
9 H 0.091
10 H 0.125
11 H 0.181
12 H 0.143